Computed, not measured: a molecular structure, C24H36NO21 at a distorted geometry, with the ωB97M-V functional and the def2-TZVPD basis.

## Properties
Energy above the lowest of the compared OMol25 structures with the same formula, charge and spin = 530.8 kJ/mol
Molecular weight = 674.5 g mol⁻¹
Total charge = -1
E_HOMO = -7.26 eV
Lowest unoccupied orbital energy = 1.8603 eV
Calculated total energy = -2570.5637 Eh

```
82
Properties=species:S:1:pos:R:3:lowdin_charge:R:1
N 1.709 0.134 -1.173 -0.567
O 0.806 -0.457 -0.573 -0.066
O 2.697 -0.566 -1.737 -0.112
O 1.663 1.382 -1.186 -0.065
C 1.090 -0.007 3.677 0.013
C 1.243 -1.291 2.858 -0.302
C 2.533 -2.096 2.961 -0.001
O 2.007 -3.137 3.931 0.027
C 0.723 -3.152 4.169 -0.618
O 0.055 -3.822 4.936 0.123
O 0.166 -2.149 3.450 0.047
H 0.190 0.452 3.412 0.034
H 1.811 0.778 3.091 0.134
H 1.278 -0.310 4.646 0.070
H 1.063 -1.097 1.812 0.100
H 3.398 -1.796 3.572 0.143
H 2.615 -2.583 1.929 0.149
C -1.990 4.520 -2.028 -0.061
C -2.104 3.695 -0.814 -0.282
C -0.764 3.142 -0.366 -0.061
O -0.507 3.747 0.989 0.107
C -1.449 4.509 1.220 -0.746
O -1.512 5.107 2.344 0.044
O -2.446 4.518 0.431 0.116
H -2.006 3.989 -2.938 0.062
H -1.051 5.275 -1.900 0.157
H -2.893 5.093 -2.150 0.077
H -3.029 2.884 -1.030 0.207
H 0.149 3.271 -1.128 0.167
H -1.053 2.065 -0.203 0.100
C -1.155 -1.143 -6.032 -0.023
C -0.587 -0.832 -4.623 -0.279
C -0.506 0.580 -4.156 -0.059
O -1.486 0.698 -3.106 0.160
C -1.930 -0.439 -2.918 -0.700
O -2.650 -0.788 -2.038 0.152
O -1.568 -1.493 -3.686 0.082
H -0.312 -0.616 -6.728 0.122
H -2.001 -0.407 -6.312 0.106
H -1.378 -2.045 -6.547 0.054
H 0.374 -1.238 -4.361 0.145
H -0.603 1.034 -5.182 0.150
H 0.426 0.738 -3.724 0.108
C 0.736 -4.970 0.856 0.014
C -0.407 -3.845 0.407 -0.337
C -0.504 -3.718 -1.183 -0.026
O -1.913 -3.804 -1.257 0.107
C -2.525 -4.228 -0.312 -0.529
O -3.815 -4.316 -0.225 0.054
O -1.622 -4.235 0.768 0.076
H 0.399 -5.983 0.470 0.093
H 0.844 -4.935 1.998 0.085
H 1.733 -4.788 0.549 0.039
H -0.075 -2.993 0.789 0.065
H -0.206 -4.562 -1.804 0.118
H 0.365 -2.701 -1.307 0.218
C 4.166 0.919 1.477 0.016
C 4.752 1.675 0.205 -0.254
C 4.104 2.948 -0.193 -0.222
O 4.833 3.958 0.222 0.113
C 6.051 3.477 0.430 -0.566
O 7.061 4.095 0.810 0.093
O 6.031 2.191 0.603 0.081
H 3.131 0.350 1.157 0.121
H 3.894 1.497 2.178 -0.021
H 4.866 0.098 1.865 0.108
H 5.172 0.983 -0.627 0.185
H 2.995 3.220 -0.105 0.159
H 4.172 2.856 -1.341 0.154
C -2.043 0.806 1.760 0.027
C -3.491 0.476 1.077 -0.227
C -3.790 -1.095 1.002 -0.053
O -4.628 -1.213 2.101 0.116
C -5.040 -0.075 2.538 -0.643
O -5.961 -0.006 3.373 0.091
O -4.550 0.878 1.874 0.144
H -2.086 0.567 2.830 0.080
H -1.921 2.057 1.592 0.132
H -1.138 0.387 1.280 0.065
H -3.408 0.898 0.135 0.091
H -2.977 -1.802 1.121 0.134
H -4.223 -1.217 0.097 0.087
```